<one>
{"formula": "C4H28NO11", "method": "the ωB97M-V functional and the def2-TZVPD basis", "homo_lumo_gap_ev": 7.61, "total_charge": -1, "e_homo_ev": -4.80, "symbols": ["C", "C", "C", "O", "N", "C", "O", "H", "H", "H", "H", "H", "H", "H", "H", "H", "H", "H", "H", "O", "H", "H", "O", "H", "H", "O", "H", "H", "O", "H", "H", "O", "H", "H", "O", "H", "H", "O", "H", "H", "O", "H", "H", "O"], "coordinates": [[-0.286, -0.794, 0.677], [-0.975, -2.235, 0.780], [-2.464, -2.014, 0.680], [-2.788, -1.369, -0.580], [-0.767, 0.093, 1.702], [-0.437, 1.530, 1.499], [0.596, 1.794, 0.665], [0.819, -0.987, 0.897], [-0.398, -0.455, -0.321], [-0.485, -2.828, 0.028], [-0.722, -2.706, 1.718], [-3.086, -2.831, 0.937], [-2.812, -1.307, 1.462], [-3.673, -1.023, -0.443], [-0.461, -0.248, 2.672], [-1.411, 1.887, 1.042], [-0.330, 2.128, 2.414], [3.339, 0.967, 0.939], [1.718, 1.119, 1.144], [2.657, 0.685, 1.559], [-2.691, 1.032, -0.545], [-2.821, 1.442, -1.927], [-3.346, 1.581, -1.115], [-0.408, -0.607, -1.969], [-1.252, -1.908, -2.111], [-0.834, -1.192, -2.597], [1.705, -0.357, 3.665], [1.364, -1.298, 2.507], [1.099, -1.060, 3.402], [2.923, -2.039, 0.128], [3.087, -0.874, 1.128], [3.096, -1.867, 1.071], [1.888, -0.973, -1.978], [3.273, -0.451, -1.583], [2.678, -1.193, -1.493], [1.075, 3.494, -0.317], [-0.360, 3.888, -0.959], [0.585, 4.059, -0.916], [2.167, 2.105, -1.679], [1.478, 1.369, -0.568], [2.327, 1.293, -1.149], [-1.697, -0.100, -3.432], [-1.297, 1.402, -3.561], [-2.072, 0.846, -3.473]], "lowdin_charge": [-0.2312, -0.1259, -0.2535, -0.0920, -0.0619, -0.3647, -0.3015, 0.0935, 0.0644, 0.0996, 0.1056, 0.0882, 0.1149, 0.0812, 0.1102, 0.0951, 0.1100, 0.0191, 0.0221, -0.1756, 0.0459, -0.0257, -0.1234, 0.0280, 0.0548, -0.0358, 0.0492, -0.0079, -0.0696, -0.0073, -0.0238, -0.1309, 0.0191, 0.0320, -0.0637, -0.0017, 0.0292, -0.0761, 0.0467, 0.0213, -0.1318, 0.0331, 0.0385, -0.0977]}

---

<two>
{"formula": "C4H28NO11", "method": "the ωB97M-V functional and the def2-TZVPD basis", "homo_lumo_gap_ev": 8.93, "total_charge": -1, "e_homo_ev": -6.23, "symbols": ["C", "O", "C", "C", "C", "O", "N", "H", "H", "H", "H", "H", "H", "H", "H", "H", "H", "H", "H", "O", "H", "H", "O", "H", "H", "O", "H", "H", "O", "H", "H", "O", "H", "H", "O", "H", "H", "O", "H", "H", "O", "H", "H", "O"], "coordinates": [[1.298, 2.731, 1.870], [0.585, 2.165, 2.980], [1.926, 1.706, 0.898], [0.957, 0.691, 0.236], [1.685, 0.042, -0.934], [0.670, -0.742, -1.599], [3.092, 1.101, 1.580], [0.583, 3.367, 1.305], [2.109, 3.380, 2.334], [2.363, 2.303, 0.035], [0.491, -0.115, 0.872], [-0.005, 1.274, 0.098], [2.069, 0.720, -1.706], [2.481, -0.704, -0.740], [-0.012, -1.152, -0.821], [3.568, 0.315, 1.166], [2.912, 0.777, 2.523], [-0.371, -2.685, 0.350], [-1.366, -1.704, 1.132], [-0.855, -2.160, -0.307], [-1.997, -3.859, -2.214], [-2.181, -2.750, -1.276], [-2.618, -3.599, -1.530], [1.057, -3.436, -2.979], [1.188, -2.120, -2.027], [1.606, -2.989, -2.336], [-1.706, 3.892, -0.157], [-2.259, 2.851, 0.835], [-2.508, 3.395, 0.011], [-1.017, 2.391, 2.629], [-2.253, 1.447, 2.424], [-1.977, 2.379, 2.323], [1.421, -3.950, 0.126], [0.241, -4.765, -0.644], [0.812, -4.690, 0.115], [0.251, 1.306, 2.611], [-1.769, -2.019, 2.589], [-1.343, -1.306, 2.071], [-0.687, 1.033, -2.769], [0.369, 0.249, -3.336], [-0.246, 0.946, -3.633], [-2.866, 2.229, -1.257], [-2.888, 0.666, -1.109], [-2.812, 1.386, -1.740]], "lowdin_charge": [-0.2050, -0.0973, -0.3697, -0.1408, -0.2258, -0.2456, 0.0322, 0.1141, 0.1379, 0.1511, 0.1104, 0.1352, 0.1180, 0.1231, 0.0511, 0.0575, 0.0661, -0.0115, -0.0180, -0.3181, 0.0027, -0.0074, -0.1138, 0.0122, -0.0205, -0.1123, 0.0343, 0.0075, -0.1032, 0.0269, 0.0723, -0.0671, 0.0216, 0.0188, -0.0672, 0.0951, 0.0313, -0.1468, -0.0007, 0.0078, -0.0973, -0.0159, 0.0294, -0.0725]}

---

Most stable of them? <two>.

---

<one>
{"formula": "C4H6IN", "method": "the ωB97M-V functional and the def2-TZVPD basis", "homo_lumo_gap_ev": 9.94, "total_charge": 0, "e_homo_ev": -8.99, "smiles": "C=NC1C=C1.I", "symbols": ["C", "C", "C", "C", "N", "I", "H", "H", "H", "H", "H", "H"], "coordinates": [[-0.624, -1.631, -0.595], [-0.573, 1.866, -0.127], [0.100, -1.727, 0.459], [-0.720, -0.431, 0.386], [-0.066, 0.731, 0.043], [3.277, 0.068, 0.068], [-0.956, -1.991, -1.516], [2.078, 0.850, -0.501], [0.010, 2.656, -0.271], [-1.606, 2.015, 0.063], [0.792, -2.205, 1.093], [-1.713, -0.200, 0.897]], "lowdin_charge": [0.0238, -0.0170, -0.0340, -0.3240, -0.0765, 0.4678, 0.0770, -0.4141, 0.0223, 0.0646, 0.0710, 0.1391]}

---

<two>
{"formula": "C4H6IN", "method": "the ωB97M-V functional and the def2-TZVPD basis", "homo_lumo_gap_ev": 8.40, "total_charge": 0, "e_homo_ev": -8.47, "symbols": ["C", "C", "C", "C", "N", "I", "H", "H", "H", "H", "H", "H"], "coordinates": [[0.990, -0.495, -0.817], [1.151, 0.750, -0.184], [-1.133, -0.783, 0.147], [-0.887, 0.451, 0.893], [0.037, -1.335, -0.637], [-0.932, 0.493, 2.999], [1.825, -1.002, -1.376], [1.999, 0.999, 0.455], [0.577, 1.666, -0.553], [-1.409, -1.573, 0.797], [-1.927, -0.823, -0.472], [-1.286, 1.396, 0.469]], "lowdin_charge": [-0.2971, 0.0074, -0.3403, -0.6458, 0.0446, 0.7678, 0.1223, 0.0712, 0.0884, 0.0746, 0.0732, 0.0339]}

---

Most stable of them? <two>.

---

<one>
{"formula": "C4H13NO3", "method": "the ωB97M-V functional and the def2-TZVPD basis", "homo_lumo_gap_ev": 3.36, "total_charge": 0, "e_homo_ev": -7.92, "symbols": ["O", "C", "C", "C", "C", "N", "H", "H", "H", "H", "H", "H", "H", "H", "H", "H", "H", "O", "H", "H", "O"], "coordinates": [[-3.624, 0.125, -0.403], [-2.627, -0.848, 0.059], [-1.602, -0.177, 0.749], [-0.222, -0.684, 0.947], [0.454, -1.149, -0.357], [1.888, -1.621, -0.008], [-2.262, 1.855, -0.971], [-1.684, 1.683, -1.414], [-1.956, 0.653, 1.362], [-0.172, -1.470, 1.632], [0.383, 0.214, 1.281], [-0.028, -2.038, -0.796], [0.366, -0.408, -1.132], [2.430, -0.744, 0.294], [2.268, -1.984, -0.909], [-4.524, -0.158, -0.236], [1.223, 2.189, -1.317], [1.053, 1.659, -0.501], [2.005, 1.221, -0.019], [3.772, 0.922, 0.870], [2.859, 0.761, 0.869]], "lowdin_charge": [-0.0449, 0.1715, -0.0131, -0.1766, -0.2575, -0.0039, 0.0573, 0.0716, 0.1419, 0.1235, 0.1340, 0.1094, 0.0791, 0.0192, 0.0665, 0.0995, 0.0202, -0.2460, -0.0180, -0.0497, -0.2837]}

---

<two>
{"formula": "C4H13NO3", "method": "the ωB97M-V functional and the def2-TZVPD basis", "homo_lumo_gap_ev": 9.18, "total_charge": 0, "e_homo_ev": -8.86, "smiles": "C=NC(=C)C.O.O.O", "symbols": ["C", "C", "C", "C", "N", "H", "H", "H", "H", "H", "H", "H", "H", "H", "O", "H", "H", "O", "H", "H", "O"], "coordinates": [[-1.874, -3.323, -3.789], [-0.634, -2.841, -3.103], [0.032, -3.617, -2.251], [-0.527, -0.544, -3.292], [0.027, -1.648, -3.536], [-1.864, -4.399, -3.915], [-1.803, -2.993, -4.837], [-2.783, -2.807, -3.497], [0.969, -3.328, -1.796], [-0.276, -4.631, -2.029], [-0.008, 0.386, -3.542], [-1.441, -0.284, -2.749], [-1.529, 3.652, 2.670], [-0.014, 3.494, 3.113], [-0.923, 3.269, 3.310], [0.915, 4.331, 4.961], [0.043, 3.524, 5.813], [0.886, 3.448, 5.347], [2.672, 3.218, 3.541], [1.843, 2.005, 3.419], [2.747, 2.268, 3.624]], "lowdin_charge": [-0.0623, -0.4405, 0.0332, -0.0505, 0.0307, 0.0777, 0.0785, 0.0748, 0.0562, 0.0563, 0.0651, 0.0808, 0.0418, 0.0077, -0.0555, 0.0362, 0.0517, -0.0625, 0.0140, 0.0211, -0.0547]}

---

Most stable of them? <two>.

---

<one>
{"formula": "C4H13NO3", "method": "the ωB97M-V functional and the def2-TZVPD basis", "homo_lumo_gap_ev": 8.42, "total_charge": 0, "e_homo_ev": -7.89, "smiles": "C=C/C=C/N.O.O.O", "symbols": ["N", "C", "C", "C", "C", "H", "H", "H", "H", "H", "H", "H", "H", "H", "O", "H", "H", "O", "H", "H", "O"], "coordinates": [[0.311, 1.471, -1.568], [-0.981, 1.317, -1.045], [-1.224, 0.684, 0.103], [-2.395, -0.065, 0.505], [-2.397, -0.888, 1.560], [0.604, 2.291, -2.065], [0.938, 1.125, -0.856], [-1.700, 1.597, -1.801], [-0.384, 0.575, 0.795], [-3.288, 0.028, -0.107], [-3.332, -1.388, 1.773], [-1.609, -1.052, 2.275], [-0.324, -1.781, 0.344], [0.257, -3.272, 0.701], [0.409, -2.400, 0.350], [2.293, -2.127, -1.016], [2.210, -0.593, -1.065], [2.667, -1.328, -1.397], [2.730, 1.515, 1.009], [1.902, 2.624, 1.419], [1.864, 1.692, 1.404]], "lowdin_charge": [0.0600, -0.1889, -0.1616, -0.2045, -0.0234, 0.0821, 0.0428, 0.1117, 0.0954, 0.1034, 0.0467, 0.0589, -0.0009, 0.0404, -0.0417, 0.0175, -0.0366, -0.0397, 0.0522, 0.0173, -0.0307]}

---

<two>
{"formula": "C4H13NO3", "method": "the ωB97M-V functional and the def2-TZVPD basis", "homo_lumo_gap_ev": 10.06, "total_charge": 0, "e_homo_ev": -9.55, "smiles": "CCN(C)C=O.O.O", "symbols": ["C", "N", "C", "C", "C", "O", "H", "H", "H", "H", "H", "H", "H", "H", "H", "H", "H", "O", "H", "H", "O"], "coordinates": [[0.202, 1.267, -1.049], [-0.198, 0.913, 0.209], [0.679, 0.869, 1.388], [2.151, 1.221, 1.124], [-1.555, 0.455, 0.397], [-0.503, 1.165, -2.036], [1.207, 1.686, -1.099], [0.306, 1.622, 2.085], [0.635, -0.109, 1.869], [2.552, 0.474, 0.432], [2.725, 1.084, 2.036], [2.311, 2.216, 0.729], [-1.982, 0.907, 1.293], [-1.588, -0.633, 0.392], [-2.186, 0.835, -0.398], [0.848, -3.792, -0.448], [1.427, -2.391, -0.314], [1.520, -3.206, -0.788], [-3.313, -1.378, -1.332], [-2.440, -1.288, -2.571], [-2.795, -1.917, -1.919]], "lowdin_charge": [-0.3202, -0.1482, -0.2157, -0.0943, -0.0567, 0.0074, 0.1220, 0.1144, 0.1163, 0.0754, 0.0749, 0.0716, 0.0920, 0.0883, 0.0803, 0.0314, 0.0034, -0.0379, 0.0096, 0.0465, -0.0607]}

---

Most stable of them? <two>.

---

<one>
{"formula": "C4H13NO3", "method": "the ωB97M-V functional and the def2-TZVPD basis", "homo_lumo_gap_ev": 10.37, "total_charge": 0, "e_homo_ev": -9.80, "smiles": "C[C@H](O)[C@@H](N)CO.O", "symbols": ["C", "O", "C", "C", "C", "O", "N", "H", "H", "H", "H", "H", "H", "H", "H", "H", "H", "H", "H", "H", "O"], "coordinates": [[0.431, 0.866, 1.324], [0.184, 0.156, 2.516], [0.082, 0.036, 0.099], [0.243, 0.875, -1.189], [-0.788, 0.486, -2.222], [1.530, 0.637, -1.761], [0.842, -1.213, 0.128], [1.469, 1.196, 1.256], [-0.267, 1.702, 1.352], [-0.961, -0.240, 0.242], [0.161, 1.926, -0.938], [-0.730, 1.077, -3.141], [-1.813, 0.599, -1.864], [-0.617, -0.553, -2.513], [2.083, 1.420, -1.715], [1.839, -1.019, 0.139], [0.678, -1.730, -0.730], [0.774, -0.608, 2.599], [-1.385, -1.542, 2.773], [-1.657, -2.181, 1.422], [-2.097, -1.889, 2.226]], "lowdin_charge": [-0.2286, -0.0690, -0.3604, -0.3965, -0.0465, -0.0388, 0.0611, 0.1263, 0.1283, 0.1290, 0.1377, 0.0817, 0.0852, 0.0838, 0.0929, 0.0786, 0.0784, 0.0887, 0.0122, 0.0177, -0.0618]}

---

<two>
{"formula": "C4H13NO3", "method": "the ωB97M-V functional and the def2-TZVPD basis", "homo_lumo_gap_ev": 8.92, "total_charge": 0, "e_homo_ev": -8.42, "smiles": "C=CC(=C)N.O.O.O", "symbols": ["N", "C", "C", "C", "C", "H", "H", "H", "H", "H", "H", "H", "H", "H", "O", "H", "H", "O", "H", "H", "O"], "coordinates": [[-0.632, 1.963, 0.510], [0.778, 1.962, 0.693], [1.268, 2.543, 1.806], [2.770, 0.607, 0.055], [1.554, 1.075, -0.211], [-0.820, 2.253, -0.438], [-1.125, 2.504, 1.193], [2.332, 2.677, 1.949], [0.675, 3.050, 2.551], [3.010, -0.360, -0.372], [3.502, 1.151, 0.637], [0.886, 0.472, -0.820], [-1.510, -0.866, -0.622], [-1.173, -0.299, 0.727], [-1.554, -1.079, 0.315], [-4.459, 0.229, -0.165], [-4.392, 1.075, -1.474], [-4.529, 1.107, -0.523], [1.473, -6.002, -2.120], [0.504, -7.125, -1.791], [1.444, -6.939, -1.900]], "lowdin_charge": [0.0612, -0.4087, 0.0317, 0.0254, -0.1347, 0.0915, 0.0853, 0.0488, 0.0505, 0.0609, 0.0627, 0.0870, 0.0216, -0.0050, -0.0718, 0.0191, 0.0306, -0.0564, 0.0304, 0.0333, -0.0637]}

---

Most stable of them? <one>.

---

<one>
{"formula": "C5H9NO", "method": "the ωB97M-V functional and the def2-TZVPD basis", "homo_lumo_gap_ev": [11.33, 6.52], "s2": 0.755, "total_charge": 1, "e_homo_ev": [-14.92, -14.74], "spin_multiplicity": 2, "symbols": ["N", "C", "C", "C", "C", "C", "O", "H", "H", "H", "H", "H", "H", "H", "H", "H"], "coordinates": [[-0.009, 1.087, 0.545], [-1.154, 0.338, 1.033], [-1.432, -0.616, -0.167], [0.009, -0.930, -0.658], [0.699, 0.441, -0.512], [2.166, 0.149, -0.139], [2.965, -0.093, -0.980], [0.105, 2.088, 0.626], [-1.985, 1.025, 1.175], [-0.869, -0.170, 1.959], [-2.065, -1.464, 0.064], [-2.004, -0.009, -0.872], [0.384, -1.607, 0.112], [0.081, -1.351, -1.647], [0.642, 0.987, -1.456], [2.465, 0.125, 0.919]], "lowdin_charge": [0.1857, -0.0890, -0.1134, -0.0868, -0.2331, -0.1748, 0.1599, 0.1856, 0.1435, 0.1571, 0.1269, 0.1236, 0.1325, 0.1364, 0.1918, 0.1541]}

---

<two>
{"formula": "C5H9NO", "method": "the ωB97M-V functional and the def2-TZVPD basis", "homo_lumo_gap_ev": [9.55, 5.96], "s2": 0.765, "total_charge": 1, "e_homo_ev": [-13.29, -13.29], "spin_multiplicity": 2, "symbols": ["C", "C", "C", "N", "C", "C", "H", "H", "H", "H", "H", "H", "H", "H", "H", "O"], "coordinates": [[0.791, 0.652, 0.854], [1.029, -0.408, -0.163], [1.375, -1.783, 0.196], [1.329, -2.526, -0.888], [0.941, -1.722, -1.955], [0.735, -0.426, -1.506], [1.744, 0.961, 1.287], [0.442, 1.542, 0.339], [0.098, 0.253, 1.585], [1.827, -1.973, 1.164], [1.788, -3.416, -1.038], [0.720, -2.228, -2.881], [0.437, 0.336, -2.210], [-5.146, 3.944, 1.776], [-4.988, 5.096, 2.693], [-4.461, 4.387, 2.300]], "lowdin_charge": [0.0031, -0.1809, 0.0636, 0.1009, 0.0438, 0.0181, 0.1075, 0.0982, 0.1063, 0.1651, 0.1871, 0.1490, 0.1381, 0.0354, 0.0374, -0.0727]}

---

Most stable of them? <two>.